No. 1
Formula: C5H6ClP
Source: OMol25
Level of theory: the ωB97M-V functional and the def2-TZVPD basis

Cartesian coordinates (Å):
C (1.23, 0.01, -0.75)
C (0.59, -1.02, -0.18)
C (1.25, 1.41, -0.72)
C (-0.72, -0.96, 0.73)
C (-1.50, 0.31, 0.73)
P (0.73, 2.45, 0.41)
Cl (-2.90, 0.56, -0.32)
H (2.03, -0.31, -1.45)
H (0.89, -2.02, -0.47)
H (1.81, 1.85, -1.54)
H (-1.37, -1.81, 0.22)
H (-0.45, -1.42, 1.75)
H (-1.60, 0.96, 1.59)

Computed properties:
- Gap between HOMO and LUMO (spin up / spin down): 7.740 / 7.536 eV
- Energy above the lowest of the compared OMol25 structures with the same formula, charge and spin: 323.5 kJ/mol

***

No. 2
Formula: C5H6F2
Source: OMol25
Level of theory: the ωB97M-V functional and the def2-TZVPD basis

Cartesian coordinates (Å):
F (-1.17, -1.54, -3.04)
C (-1.22, -2.22, -1.92)
C (-2.14, -2.04, -1.00)
F (-3.23, -1.33, -1.14)
H (-0.32, -2.68, -1.62)
H (-2.05, -2.37, -0.03)
C (0.60, -0.37, 1.55)
C (0.51, 0.62, 0.91)
C (0.19, 1.85, 0.25)
H (0.68, -1.27, 2.12)
H (-0.64, 2.36, 0.51)
H (-0.05, 1.43, -0.82)
H (1.03, 2.51, 0.17)

Computed properties:
- Gap between HOMO and LUMO: 10.597 eV
- Energy above the lowest of the compared OMol25 structures with the same formula, charge and spin: 240.6 kJ/mol
- SMILES: F/C=C\F.C#CC

***

No. 3
Formula: C5H6F2I2
Source: OMol25
Level of theory: the ωB97M-V functional and the def2-TZVPD basis

Cartesian coordinates (Å):
C (-0.29, 1.95, -0.40)
C (-0.39, -0.97, 1.05)
C (0.75, 1.63, -1.14)
C (0.87, -0.58, 1.00)
C (-1.04, -1.77, -0.04)
F (2.00, 1.82, -0.74)
F (1.67, -0.87, -0.02)
I (0.63, 0.80, -3.07)
I (1.84, 0.49, 2.53)
H (-1.29, 1.80, -0.75)
H (-0.15, 2.38, 0.58)
H (-0.98, -0.72, 1.91)
H (-1.05, -2.83, 0.24)
H (-0.49, -1.67, -0.97)
H (-2.07, -1.45, -0.18)

Computed properties:
- ⟨S²⟩: 2.014
- Multiplicity: 3
- Gap between HOMO and LUMO (spin up / spin down): 5.318 / 6.000 eV

***

No. 4
Formula: C5H6F2N
Source: OMol25
Level of theory: the ωB97M-V functional and the def2-TZVPD basis

Cartesian coordinates (Å):
C (-1.80, -0.84, -0.51)
C (-0.52, -0.22, -0.22)
N (0.65, -0.66, -0.37)
F (0.99, -1.82, -1.11)
C (1.70, 0.13, 0.09)
C (0.96, 1.12, 0.88)
C (-0.31, 0.95, 0.61)
F (-1.34, 1.62, 1.07)
H (-1.83, -1.89, -0.47)
H (-2.27, -0.47, -1.47)
H (-2.41, -0.29, 0.27)
H (2.16, 0.71, -0.75)
H (2.62, -0.35, 0.61)
H (1.42, 2.00, 1.37)

Computed properties:
- Total charge: +1
- Gap between HOMO and LUMO: 10.088 eV
- Energy above the lowest of the compared OMol25 structures with the same formula, charge and spin: 0.0 kJ/mol
- SMILES: CC1=[N+](F)CC=C1F

***

No. 5
Formula: C5H6F2O2
Source: OMol25
Level of theory: the ωB97M-V functional and the def2-TZVPD basis

Cartesian coordinates (Å):
C (0.79, -0.75, 1.46)
C (0.73, -0.11, 0.19)
F (1.31, -0.79, -0.88)
C (0.79, 1.39, 0.08)
C (-0.48, 0.65, -0.11)
F (-1.40, 0.89, 0.88)
O (-1.11, 0.59, -1.37)
C (-1.60, -0.66, -1.73)
O (-1.62, -1.64, -1.04)
H (0.58, -1.73, 1.35)
H (0.07, -0.31, 2.14)
H (1.87, -0.84, 1.80)
H (0.69, 2.05, 0.93)
H (1.22, 1.93, -0.85)
H (-1.84, -0.68, -2.85)

Computed properties:
- Gap between HOMO and LUMO: 11.644 eV
- Energy above the lowest of the compared OMol25 structures with the same formula, charge and spin: 138.9 kJ/mol
- SMILES: C[C@]1(F)C[C@@]1(F)OC=O

***

No. 6
Formula: C5H6F3N3O
Source: OMol25
Level of theory: the ωB97M-V functional and the def2-TZVPD basis

Cartesian coordinates (Å):
C (0.87, -1.82, 0.63)
C (-1.30, 0.77, -0.48)
C (0.72, -1.86, -0.87)
C (1.21, 1.05, -0.06)
C (-1.55, 2.10, 0.27)
N (0.34, -0.65, -1.39)
N (0.01, 0.40, -0.58)
N (-0.10, -2.43, 1.26)
O (0.94, -2.88, -1.47)
F (-2.85, 2.23, 0.36)
F (-1.12, 2.18, 1.62)
F (-0.96, 3.16, -0.34)
H (1.17, 2.20, 0.06)
H (1.50, 0.68, 0.92)
H (2.01, 0.86, -0.77)
H (-0.07, -0.68, -2.26)
H (0.05, -2.37, 2.27)
H (-0.88, -2.96, 0.84)

Computed properties:
- Gap between HOMO and LUMO: 8.652 eV
- Energy above the lowest of the compared OMol25 structures with the same formula, charge and spin: 199.1 kJ/mol

***

No. 7
Formula: C5H6FN
Source: OMol25
Level of theory: the ωB97M-V functional and the def2-TZVPD basis

Cartesian coordinates (Å):
C (-1.63, 2.37, 0.29)
C (-1.86, 2.94, -0.72)
C (1.35, -0.60, 0.54)
C (0.36, 1.17, 1.97)
C (0.80, -1.00, -0.84)
N (0.91, 0.46, 1.17)
F (-2.27, 3.66, -1.75)
H (-1.27, 1.77, 1.19)
H (1.93, -1.40, 1.07)
H (0.69, 2.20, 2.20)
H (-0.09, -1.54, -0.91)
H (0.71, -0.15, -1.49)
H (1.33, -1.72, -1.37)

Computed properties:
- Gap between HOMO and LUMO: 8.798 eV
- Energy above the lowest of the compared OMol25 structures with the same formula, charge and spin: 592.2 kJ/mol

***

No. 8
Formula: C5H6FNS
Source: OMol25
Level of theory: the ωB97M-V functional and the def2-TZVPD basis

Cartesian coordinates (Å):
C (-0.54, 1.60, 0.59)
C (-1.16, 0.84, -0.25)
F (-2.43, 1.30, -0.62)
C (-1.23, -0.69, -0.17)
S (-2.89, -1.24, -0.08)
C (-0.03, -1.58, 0.05)
C (1.23, -1.15, -0.12)
N (1.57, -0.03, -0.66)
H (0.47, 1.30, 1.17)
H (-0.68, 2.72, 0.70)
H (-0.15, -2.57, 0.25)
H (2.15, -1.69, 0.12)
H (2.72, 0.42, -0.53)
H (0.97, 0.75, -0.46)

Computed properties:
- Gap between HOMO and LUMO: 7.267 eV
- Energy above the lowest of the compared OMol25 structures with the same formula, charge and spin: 339.3 kJ/mol
- SMILES: C=C(F)C(=S)/C=C\N

***

No. 9
Formula: C5H6FNaO3
Source: OMol25
Level of theory: the ωB97M-V functional and the def2-TZVPD basis

Cartesian coordinates (Å):
O (-0.96, -1.11, -0.31)
Na (-2.51, -4.19, -1.81)
O (-2.41, -2.00, -1.78)
C (-1.89, -1.03, -1.27)
O (-2.22, 0.21, -1.53)
C (-1.42, 1.11, -0.74)
H (-0.72, 1.63, -1.40)
H (-2.07, 1.82, -0.23)
C (-0.72, 0.16, 0.23)
F (-1.28, 0.21, 1.46)
H (0.54, 0.34, 0.41)
C (2.53, 0.67, 0.75)
C (3.23, 0.45, 1.84)
H (2.80, 1.07, -0.23)
H (4.32, 0.61, 1.86)
H (2.78, 0.06, 2.75)

Computed properties:
- ⟨S²⟩: 0.762
- Multiplicity: 2
- Total charge: +1
- Gap between HOMO and LUMO (spin up / spin down): 7.591 / 8.638 eV
- Energy above the lowest of the compared OMol25 structures with the same formula, charge and spin: 0.0 kJ/mol

***

No. 10
Formula: C5H6HgO4
Source: OMol25
Level of theory: the ωB97M-V functional and the def2-TZVPD basis

Cartesian coordinates (Å):
C (0.15, -0.83, -3.14)
H (1.14, -1.29, -3.18)
H (-0.30, -0.59, -4.12)
C (-0.54, -0.70, -2.00)
H (-1.48, -0.13, -2.02)
H (1.49, -0.47, -0.24)
C (0.45, -0.77, -0.04)
C (-0.24, 0.07, 0.92)
O (0.48, 1.07, 1.46)
C (0.10, 1.57, 2.66)
O (-0.60, 1.01, 3.45)
O (0.67, 2.76, 2.78)
O (0.23, -2.07, 0.09)
H (-1.32, 0.06, 1.04)
H (0.49, 3.12, 3.65)
Hg (-0.73, -2.80, -1.32)

Computed properties:
- ⟨S²⟩: 0.819
- Multiplicity: 2
- Total charge: +1
- Gap between HOMO and LUMO (spin up / spin down): 5.465 / 6.211 eV
- Energy above the lowest of the compared OMol25 structures with the same formula, charge and spin: 518.4 kJ/mol

***

Total energy
In order: -27088.7350, -10713.3987, -26912.4688, -12196.7332, -14810.4067, -19947.6771, -9483.3491, -20320.7083, -18550.3656, -17632.5939
Unit: eV